[1]
The following is a quantum chemistry calculation of a 4-piece molecular cluster, C31H60N3O8S2 overall, from OMol25.

Results
Orbital gap, Eh: 0.248
DFT total energy, eV: -75626.0296
Charge: +1
Max |F|, eV/Å: 4.071

Atoms and positions in Å:
C 4.1482 -0.7389 0.8929
O 5.1810 -0.4580 -0.0436
C 5.0008 -1.1489 -1.2847
C 4.2274 -0.2015 -2.2847
C 3.4574 -0.9878 -3.4319
C 2.2939 -1.9278 -2.8731
C 1.1535 -0.9813 -2.2774
C 0.9006 -1.2666 -0.7226
C -0.2114 -2.4179 -0.6481
C -1.6421 -1.8500 -0.3720
C -2.8173 -2.9045 -0.4261
S -2.6004 -4.2444 -1.6723
C -4.2523 -4.8898 -2.2221
C -5.3644 -3.7879 -2.2216
S -6.2062 -3.6350 -0.5651
C -6.9378 -2.0110 -0.4699
N -6.3851 -0.8192 -0.1889
N -7.2881 0.1793 -0.1918
C -8.4736 -0.4201 -0.4933
O -8.2751 -1.7501 -0.6687
C -1.8192 -5.6359 -0.7553
C -0.3925 -5.7989 -0.6669
C 0.2851 -6.8627 0.0738
C -0.6638 -7.8006 0.7005
C -2.0730 -7.5244 0.4885
N -2.6677 -6.5140 -0.1685
H 3.8354 -1.8198 0.8102
H 3.2159 -0.1314 0.7179
H 4.4772 -0.5104 1.9422
H 4.4654 -2.1299 -1.1974
H 6.0316 -1.3807 -1.6701
H 4.9607 0.5288 -2.7154
H 3.4554 0.4035 -1.7367
H 4.1687 -1.5994 -4.0466
H 2.9396 -0.1960 -4.0430
H 2.6575 -2.6959 -2.1460
H 1.8867 -2.4676 -3.7699
H 0.2091 -1.2678 -2.8177
H 1.3919 0.0957 -2.4643
H 0.5790 -0.3491 -0.1751
H 1.8433 -1.7175 -0.3352
H -0.1121 -2.9877 -1.6089
H 0.1109 -3.0989 0.1869
H -1.6280 -1.4604 0.6846
H -1.8784 -0.9869 -1.0440
H -3.7636 -2.3241 -0.6158
H -2.9584 -3.3841 0.5808
H -4.1934 -5.2908 -3.2693
H -4.6030 -5.7285 -1.5693
H -6.1726 -4.1244 -2.9285
H -5.0256 -2.7928 -2.6174
H -9.4804 0.0429 -0.5896
H 0.2452 -5.0563 -1.2043
H 1.3844 -6.9578 0.1573
H -0.3077 -8.6769 1.2915
H -2.7739 -8.2701 0.9447
C -7.5044 6.3299 0.6962
O -8.1249 5.1386 1.1554
C -7.4564 3.9665 0.7042
C -6.5915 3.3666 1.8038
O -5.4987 4.2223 2.1248
C -5.7168 4.9564 3.3203
H -7.9287 7.1678 1.2495
H -6.4244 6.3145 0.8617
H -7.7114 6.4722 -0.3694
H -6.8641 4.1740 -0.1924
H -8.2313 3.2417 0.4349
H -6.1632 2.4271 1.4413
H -7.1863 3.1434 2.6945
H -5.6163 4.2959 4.1875
H -6.7003 5.4318 3.3314
H -4.9540 5.7333 3.3837
C 8.2020 -0.2461 2.0879
O 8.4633 1.0096 2.6968
C 7.3930 1.4461 3.5253
C 7.6973 1.2123 4.9955
O 7.7513 -0.1781 5.2996
C 9.0828 -0.6570 5.4139
H 9.1328 -0.6140 1.6551
H 7.8412 -0.9811 2.8124
H 7.4653 -0.1258 1.2871
H 6.4542 0.9610 3.2385
H 7.2807 2.5221 3.3588
H 6.8849 1.6365 5.5943
H 8.6261 1.7107 5.2870
H 9.5259 -0.3073 6.3517
H 9.7026 -0.3387 4.5724
H 9.0497 -1.7471 5.4293
C 2.2347 3.3909 -1.0225
O 1.3723 3.0358 -2.0910
C 0.0120 3.3581 -1.8196
C -0.4117 4.6288 -2.5371
O 0.2652 5.7664 -2.0176
C 1.3333 6.1919 -2.8516
H 3.2614 3.3203 -1.3827
H 2.0569 4.4114 -0.6759
H 2.1041 2.6898 -0.1907
H -0.1624 3.4406 -0.7421
H -0.5934 2.5263 -2.1964
H -1.4808 4.7895 -2.3648
H -0.2539 4.5408 -3.6161
H 0.9358 6.6820 -3.7458
H 1.9776 5.3592 -3.1436
H 1.9297 6.9147 -2.2942

[2]
The following is a quantum chemistry calculation of a 17-piece molecular cluster, C54H84ClF7N20O9PSSi overall, from OMol25.

Results
Orbital gap, Eh: 0.279
DFT total energy, eV: -165127.5854
Charge: +1
Max |F|, eV/Å: 4.113

Atoms and positions in Å:
C -1.1509 -3.7193 4.9555
C -2.0695 -3.6363 3.7265
O -3.0888 -4.2022 3.6690
O -1.5867 -2.8770 2.6958
C -2.6390 -2.3469 1.8622
C -2.2524 -1.1352 0.9854
C -3.6620 -0.4947 0.6476
C -4.3666 0.3003 1.7798
O -5.7012 0.5216 1.3220
C -6.3377 1.5041 2.1162
C -7.4551 2.1145 1.2302
F -7.9712 1.1861 0.4285
F -7.0028 3.0883 0.4463
F -8.4270 2.6048 1.9908
C -1.3671 -0.0457 1.7121
O 0.0460 -0.2974 1.6283
C -1.5999 0.1353 3.2229
O -2.2972 0.9424 3.7121
N -0.8426 -0.6475 4.2267
C 0.2683 0.0851 4.7026
O 1.3545 -0.0492 4.3517
F 0.0126 1.0394 5.6041
N -1.5237 1.1199 0.8441
C -1.2996 2.4633 1.3596
C -0.0058 2.7774 2.1619
O -0.0331 4.1852 2.4026
Si 1.3563 4.9816 1.7828
C 2.8801 4.3492 2.6999
C 1.4318 4.7583 -0.1043
C 1.1056 6.8266 2.1480
C -0.8131 0.7660 -0.3219
N 0.0962 1.6895 -0.7586
N -0.8961 -0.4063 -0.9941
C -0.6534 -0.2543 -2.4277
C 0.8658 -0.2502 -2.8939
C 1.9063 -0.4699 -1.7643
Cl 3.3431 0.6136 -2.0323
C -1.6426 -1.5192 -0.4118
C -0.6699 -2.7465 -0.2973
F 0.1144 -2.8901 -1.3777
F -1.3377 -3.9079 -0.2118
F 0.2024 -2.7359 0.7113
P -2.9914 -2.2345 -1.6013
O -4.0082 -3.2492 -0.9055
O -2.2857 -3.1704 -2.7710
S -3.9570 -0.9072 -2.6193
H -1.3067 -4.6986 5.4340
H -0.0974 -3.6277 4.6526
H -1.4555 -2.9611 5.6934
H -3.0608 -3.1997 1.3080
H -3.4496 -2.0375 2.5512
H -3.5906 0.2176 -0.1853
H -4.4122 -1.2817 0.4398
H -3.8858 1.2917 1.8803
H -4.4249 -0.2144 2.7567
H -5.6816 2.3325 2.4295
H -6.8453 0.9980 2.9572
H 0.3074 -1.0288 2.2159
H -1.4874 -0.8442 4.9902
H -2.1427 2.7402 2.0193
H -1.3636 3.2211 0.5620
H 0.0037 2.3098 3.1639
H 0.9202 2.5029 1.6237
H 3.6945 5.0851 2.5797
H 2.6740 4.1731 3.7694
H 3.1592 3.3687 2.2632
H 0.4642 4.4373 -0.5290
H 1.6789 5.7463 -0.5312
H 2.2328 4.0311 -0.3371
H 2.0304 7.3331 1.8144
H 0.9799 7.0270 3.2282
H 0.2167 7.2445 1.6564
H 1.0282 1.6173 -0.3635
H -0.1130 2.3796 -1.4641
H -1.1283 -0.9416 -3.1321
H -1.0264 0.7311 -2.7504
H 1.0408 -1.0042 -3.6770
H 1.0913 0.7111 -3.3807
H 1.5776 -0.2647 -0.7394
H 2.3086 -1.4882 -1.8681
H -3.7384 -4.2248 -1.0104
H -2.2627 -2.6618 -3.6004
C 5.0602 4.5734 5.8991
C 5.1968 5.7218 4.9905
N 5.3069 6.6139 4.2929
H 4.1890 4.7098 6.5376
H 4.9404 3.6583 5.3208
H 5.9486 4.4889 6.5226
C -3.6438 -7.4057 -3.2076
C -3.6284 -6.4990 -2.0549
N -3.6163 -5.7993 -1.1586
H -3.1507 -6.9318 -4.0559
H -3.1191 -8.3272 -2.9598
H -4.6711 -7.6431 -3.4786
C -2.3362 8.1984 3.8200
C -1.3476 8.9215 3.0058
N -0.5904 9.4931 2.3743
H -3.3067 8.2196 3.3269
H -2.0223 7.1625 3.9474
H -2.4228 8.6679 4.7984
C 0.3678 -6.0311 -5.0240
C -0.2173 -7.2971 -5.4898
N -0.6713 -8.2770 -5.8513
H -0.1177 -5.7164 -4.1006
H 1.4337 -6.1626 -4.8406
H 0.2256 -5.2623 -5.7821
C 7.2639 9.7832 5.7433
C 7.0643 9.0633 7.0100
N 6.9098 8.4970 7.9853
H 7.1420 9.0937 4.9090
H 6.5325 10.5843 5.6532
H 8.2651 10.2098 5.7107
C 3.6700 -0.7071 2.2363
C 3.7817 0.4472 1.3303
N 3.8686 1.3336 0.6191
H 2.7909 -0.5971 2.8669
H 3.5844 -1.6259 1.6560
H 4.5546 -0.7667 2.8679
C 4.2063 1.0908 -6.0623
C 2.8087 0.6494 -5.9709
N 1.7233 0.3123 -5.8955
H 4.6213 0.7989 -7.0262
H 4.2594 2.1742 -5.9659
H 4.7928 0.6348 -5.2649
C 9.0656 7.4166 10.2849
C 10.4070 6.8743 10.0219
N 11.4425 6.4451 9.8177
H 8.4017 6.6145 10.6022
H 9.1166 8.1685 11.0713
H 8.6641 7.8740 9.3821
C 1.4280 -9.8546 -3.9364
C 2.7849 -10.3481 -4.2211
N 3.8347 -10.7269 -4.4413
H 0.8144 -10.6641 -3.5440
H 1.4738 -9.0536 -3.1989
H 0.9725 -9.4736 -4.8481
C -9.8836 -1.4461 0.6308
C -11.2870 -1.8851 0.6918
N -12.3715 -2.2247 0.7390
H -9.4510 -1.7228 -0.3292
H -9.8283 -0.3663 0.7475
H -9.3134 -1.9203 1.4281
C -1.9663 -6.9326 -9.5581
C -1.9557 -6.0109 -8.4121
N -1.9474 -5.3013 -7.5219
H -1.4724 -6.4697 -10.4104
H -1.4423 -7.8511 -9.2979
H -2.9925 -7.1728 -9.8306
C 1.3265 1.3975 -9.5812
C 2.7295 1.1323 -9.2315
N 3.8140 0.9272 -8.9559
H 1.1967 1.3322 -10.6601
H 0.6827 0.6648 -9.0971
H 1.0456 2.3948 -9.2474
C -0.0728 -6.1903 1.5632
C 1.1859 -6.6773 2.1497
N 2.1587 -7.0538 2.6035
H 0.0931 -5.2307 1.0836
H -0.4367 -6.9005 0.8226
H -0.8248 -6.0741 2.3430
C 9.9070 3.2210 10.9401
C 8.6172 3.9293 10.9608
N 7.6227 4.4843 10.9772
H 9.8892 2.4447 10.1771
H 10.7088 3.9240 10.7163
H 10.0921 2.7637 11.9106
C -5.5254 -0.4031 -6.4141
C -4.1380 -0.7161 -6.0391
N -3.0664 -0.9581 -5.7453
H -5.6349 -0.4503 -7.4961
H -6.2020 -1.1219 -5.9550
H -5.7831 0.5980 -6.0727
C -2.5556 -3.6272 -11.9992
C -3.1393 -4.9002 -12.4533
N -3.5884 -5.8864 -12.7997
H -3.0426 -3.3046 -11.0803
H -1.4904 -3.7546 -11.8124
H -2.6944 -2.8645 -12.7635

no.,highest occupied orbital energy (Ha)
1,-0.3769
2,-0.4232